Record 1
DFT (ωB97M-V with the def2-TZVPD basis set) results for the molecule C12H14N4O2.

The geometry in XYZ format:
```
32
Properties=species:S:1:pos:R:3:forces:R:3:mulliken_charge:R:1
C 3.0597 -0.7420 -0.1627 2.402 1.720 3.148 -0.025
H 5.1354 2.6836 0.4403 -1.567 2.706 2.439 0.393
N -2.8805 1.2356 -0.8083 9.497 3.407 -10.660 -1.360
C 4.9794 0.6624 0.0661 -4.574 0.339 -0.426 0.349
H -5.4005 -0.5470 2.1425 2.724 0.071 -2.672 0.251
C -3.4563 2.1584 -0.3450 -8.190 -0.709 9.291 -0.424
N -0.4936 -0.1909 -0.9501 -1.161 0.576 0.307 0.138
N 0.7502 -0.0972 -0.4371 0.530 3.405 -2.051 -0.591
C -4.2677 1.6529 0.7540 0.229 -4.926 -2.450 -0.820
C -4.6294 -0.8438 1.1567 -8.759 -8.753 7.791 -1.484
C 1.5994 -0.9655 -0.1710 2.483 4.022 -1.040 -0.162
H -4.0128 -1.6029 1.5536 1.042 -0.971 0.622 0.391
H -3.2583 -1.8727 -0.6642 0.316 1.443 -0.409 0.379
H 5.5893 2.2517 -1.0268 0.066 0.095 -0.481 0.336
C 4.1165 -1.4219 0.3672 1.999 11.399 -3.942 -0.649
H -4.9648 1.9895 1.5114 0.183 0.290 -0.287 0.337
C -1.2558 -1.3117 -0.7481 2.076 -2.010 2.610 0.610
C -4.0983 0.0260 0.4117 -0.525 16.507 0.157 1.198
O 3.5220 0.5030 -0.2066 1.634 5.094 -1.766 -0.350
H 6.6414 1.8814 0.1625 3.153 -0.285 1.279 0.406
H 4.0230 -2.2714 0.5904 -0.439 -12.454 3.413 0.843
C -2.7383 -0.9203 -1.0296 2.712 -8.448 4.121 -0.984
H 1.4663 -1.8921 -0.0457 -1.882 -7.357 0.634 0.623
N -3.3328 0.1752 -0.5863 -1.742 -8.418 2.994 1.016
C 5.6460 1.9353 0.0156 -1.905 -0.857 -4.119 -1.548
H -3.2432 3.0557 -0.3413 2.460 8.708 -1.014 0.552
O -0.7632 -2.4597 -0.2747 -2.989 5.606 -2.525 -0.664
H -2.7859 -1.0006 -1.9671 -0.581 -0.415 -7.887 0.494
H 6.1250 -0.9303 0.8309 5.414 -1.848 2.206 0.578
C 5.3755 -0.4960 0.4171 -6.832 -4.530 -0.809 -0.549
H -5.4600 -1.4464 0.6902 0.706 0.153 -0.294 0.316
H -0.9877 0.8018 -1.3457 1.523 -3.561 1.819 0.400
```
Positions in Å, forces in eV/Å.

Computed properties:
E_HOMO in eV: -8.2
SMILES: Cc1ccc(/C=N/NC(=O)Cn2nccc2C)o1
Total energy in a.u.: -834.65787
Total charge: 0
Orbital gap in eV: 8.71

Record 2
DFT (ωB97M-V with the def2-TZVPD basis set) results for a 2-piece molecular cluster, C12H14NO8S3 overall.

The geometry in XYZ format:
```
38
Properties=species:S:1:pos:R:3:forces:R:3:mulliken_charge:R:1
H -0.2831 2.4045 -3.1153 0.579 -1.088 0.023 0.389
O 0.7744 -1.8734 0.3701 -0.898 0.339 -1.845 -0.563
O 1.5499 -1.0359 5.0719 -0.264 -0.014 0.152 -0.614
H -2.3013 -0.6225 5.5436 0.219 -0.037 -0.028 0.427
C -1.6729 1.6728 -1.3437 -2.983 1.806 0.886 -0.164
H -2.8447 1.3395 1.7792 0.177 0.015 -0.035 0.460
H -3.7794 0.4493 3.8926 0.071 -0.027 0.032 0.367
C 0.1652 1.3712 -3.0492 -0.213 0.139 -0.367 -0.951
S -1.7298 -1.1704 -4.0385 0.542 -0.529 0.035 -0.272
H -2.6095 -0.4717 -1.9627 1.183 0.366 -0.652 0.377
C -0.8296 0.7816 2.2514 0.216 -0.115 0.204 -0.227
O -1.4861 2.1818 -0.2210 1.177 -0.835 -0.590 -0.689
H -0.7286 -2.1124 -4.2006 -0.490 0.869 0.535 0.149
H 2.3669 -0.5857 -3.6766 0.272 0.845 0.750 0.212
S 0.4191 -1.5104 -0.9871 -0.330 -0.522 0.723 1.182
H 3.5360 -1.4875 -1.7027 0.064 0.960 -0.256 0.213
C 2.9538 0.2005 -3.1302 0.876 -0.887 0.410 -0.328
H 3.7980 0.4841 -3.8254 -1.170 0.139 0.575 0.429
C -2.1909 0.8742 2.5086 -0.163 0.004 0.022 -0.470
H 4.7785 -0.1760 -1.8728 -1.189 -0.135 0.178 0.335
H -0.4281 1.1759 1.3265 -0.155 0.020 0.047 0.515
H 3.2470 0.1017 -0.8946 0.472 -0.423 -0.923 0.206
H 0.0736 0.9261 -4.0715 0.031 0.151 0.991 0.319
O 0.3884 0.1337 -0.9837 -1.176 -2.490 -0.225 -0.365
N 0.3589 -0.9849 5.3267 0.083 -0.048 0.061 1.019
O -1.1784 -1.7482 -1.3843 1.891 1.112 0.459 -0.413
C -0.5219 -0.3276 4.3568 -0.251 0.241 -0.395 0.066
C -1.5462 -0.6506 -2.2816 -0.940 -0.574 0.719 -0.306
C -1.8818 -0.2323 4.6249 -0.230 -0.066 0.182 -0.324
S 1.9570 1.6758 -2.6468 -0.460 0.064 -0.939 -0.180
C 3.6685 -0.3814 -1.8189 0.088 -0.082 -0.171 -0.910
C 0.0131 0.1804 3.1781 0.021 -0.009 0.019 -0.565
C -2.7164 0.3720 3.6953 0.263 -0.016 -0.070 -0.453
C -0.6430 0.5898 -1.9047 -0.075 1.284 -1.569 1.674
H 1.0727 0.1129 2.9679 -0.079 -0.116 0.137 0.425
O 1.1184 -2.1899 -2.0650 -0.398 1.489 0.929 -0.589
O -2.7186 1.9817 -2.0531 3.072 -1.908 0.164 -0.749
O -0.1493 -1.4487 6.3364 0.169 0.078 -0.166 -0.635
```
Positions in Å, forces in eV/Å.

Computed properties:
E_HOMO in eV: -5.6
Total energy in a.u.: -2316.84460
Total charge: -1
Orbital gap in eV: 7.70

Record 3
DFT (ωB97M-V with the def2-TZVPD basis set) results for a 2-piece molecular cluster, C12H14OSi2 overall.

The geometry in XYZ format:
```
29
Properties=species:S:1:pos:R:3:forces:R:3:mulliken_charge:R:1
C 0.1470 -2.0059 1.5609 -0.989 -0.234 -1.878 0.508
C 0.1342 -2.8674 0.4302 -1.370 -0.389 -0.575 -0.155
Si -3.4210 3.3185 -2.2693 0.159 -2.188 -0.567 0.197
C 1.1388 -3.8254 0.3393 -1.535 -0.096 -0.612 -0.610
C 1.1898 -2.0989 2.4586 0.189 -0.513 -1.022 -0.374
C 2.2990 -2.9024 2.2235 -0.462 0.339 -0.031 -0.668
H 0.9624 -4.7231 -0.2515 0.363 0.421 -0.413 0.331
Si -1.2307 -0.6809 1.7769 0.439 0.150 -0.041 -0.298
C -0.3368 0.3109 -0.8436 1.099 1.166 3.162 -0.645
H 1.0185 -1.5663 3.3279 0.484 1.153 1.930 0.470
H -2.3973 3.8337 -3.2417 -0.782 0.128 -0.147 -0.112
C 0.3467 1.6141 1.1228 -0.801 1.037 0.341 -0.439
C 1.1101 2.4097 0.2739 -1.165 -2.052 -1.272 -0.583
C 2.2251 -3.7626 1.1615 0.616 -1.179 0.172 -0.299
C -0.3976 0.5766 0.5723 -0.191 -1.391 -0.768 1.022
H -4.3899 4.2565 -1.7301 0.060 0.618 0.165 -0.112
H -0.7527 -2.9591 -0.3459 1.750 0.481 1.814 0.197
H -4.3474 2.1325 -2.7341 0.802 1.152 -0.208 -0.104
C 1.1212 2.1665 -1.0997 0.931 2.786 -0.234 -0.287
H 3.1778 -2.9478 2.8339 0.086 0.188 0.567 0.392
H -1.6193 2.1480 -0.9825 -2.662 1.510 -0.829 0.462
C 0.4042 1.1574 -1.6257 -0.835 -1.793 -2.540 -0.377
H 2.9279 -4.5722 1.0724 0.545 0.045 -0.048 0.318
H 1.5521 2.8766 -1.8632 0.054 -0.742 1.363 0.283
H 0.4303 0.9691 -2.7285 0.011 0.254 1.032 0.280
H -0.6522 -0.6175 -1.1893 -1.059 -1.234 -0.839 0.200
H 0.2048 1.9694 2.1882 0.381 -0.824 -1.167 0.279
H 1.6717 3.1510 0.6735 1.576 2.380 1.054 0.502
O -2.5169 2.6387 -1.1106 2.307 -1.174 1.590 -0.379
```
Positions in Å, forces in eV/Å.

Computed properties:
E_HOMO in eV: -8.3
Total energy in a.u.: -1119.78588
Total charge: 0
Orbital gap in eV: 7.51

Record 4
DFT (ωB97M-V with the def2-TZVPD basis set) results for a 2-piece molecular cluster, C12H14Si overall.

The geometry in XYZ format:
```
27
Properties=species:S:1:pos:R:3:forces:R:3:mulliken_charge:R:1
H -0.6169 3.1966 -1.8407 -0.626 -1.223 0.893 -0.112
C -2.2374 0.4265 1.0608 -1.316 -2.263 0.034 -0.426
C -2.2140 0.9771 -0.1597 1.067 1.511 -3.210 0.342
C 2.4846 1.2770 0.6046 1.507 1.171 0.012 -0.232
H 4.4430 1.1901 1.3050 1.791 0.258 1.107 0.411
H -1.7615 0.8368 1.8512 1.865 1.358 2.328 0.501
C -2.8927 -0.7901 1.3062 0.226 0.072 0.958 -0.395
H -3.1160 0.7930 -2.1238 0.524 0.418 -0.927 0.373
H 0.7929 -1.0313 -0.5223 -2.244 -1.076 0.530 0.193
H 2.4711 2.3312 0.9011 -0.339 -0.457 0.241 0.304
H -0.8003 3.1262 0.5274 0.249 0.988 1.259 -0.166
C -2.9657 0.3562 -1.1699 -0.527 1.005 0.369 -0.627
C 3.7468 0.5345 0.9036 -2.548 0.423 -0.774 -0.331
C 1.6942 -0.6363 -0.8271 0.819 1.164 -0.193 -0.435
H -4.1081 -2.3637 0.4466 0.029 0.735 0.171 0.331
C -3.7616 -0.7021 -0.8919 -0.438 -2.337 -0.307 -0.456
H -4.2781 -1.2525 -1.6961 -0.016 0.719 0.360 0.296
H 4.6556 -1.3861 0.7969 0.265 0.628 0.139 0.320
C 2.8001 -1.5356 -0.2647 0.093 2.236 1.700 -0.713
C -3.6803 -1.3533 0.3443 0.028 -0.800 -0.536 -0.326
H 3.3289 -2.0461 -1.0202 0.695 -0.520 -1.002 0.353
H 1.6516 -0.6877 -1.9168 0.198 0.476 -0.005 0.377
H 2.4074 -2.2888 0.3925 -0.424 -0.500 0.305 0.330
H -2.6970 -1.2926 2.2629 -0.352 0.284 -0.361 0.331
Si -0.8104 2.2670 -0.5836 1.759 -1.931 -0.754 0.557
C 1.6498 0.7819 -0.2543 -3.293 0.077 -1.649 -0.304
C 3.8141 -0.7279 0.5679 1.010 -2.415 -0.688 -0.498
```
Positions in Å, forces in eV/Å.

Computed properties:
E_HOMO (alpha / beta) in eV: -7.8 / -7.8
Total energy in a.u.: -754.95392
Total charge: 0
Orbital gap (alpha / beta) in eV: 7.73 / 7.73

Record 5
DFT (ωB97M-V with the def2-TZVPD basis set) results for C12H15AsN8O3OsS4 as an isolated structure.

The geometry in XYZ format:
```
44
Properties=species:S:1:pos:R:3:forces:R:3:mulliken_charge:R:1
C -2.0661 -1.3654 1.9537 -0.108 0.114 0.042 0.476
C -0.4991 2.4439 3.6376 0.087 -0.083 -0.098 -0.307
N 2.9479 0.0894 2.8478 0.109 -0.094 -0.156 0.177
H 3.2694 -3.2160 -3.9724 0.006 -0.018 0.048 0.304
C 1.1190 0.9627 2.4473 0.389 -0.236 -0.184 0.155
H -0.3950 -3.1388 3.8669 0.013 -0.025 -0.005 0.253
S -0.9209 1.7766 -1.7014 -0.214 -0.474 -0.092 -0.400
N 1.5221 0.4185 1.2661 -0.391 0.298 0.058 -0.301
C -2.4042 3.0735 2.6029 0.081 0.008 0.064 -0.380
S -1.5686 -1.4336 -1.5537 0.060 0.654 -0.177 -0.467
H 2.3996 -0.7054 -3.6625 -0.095 0.070 0.090 0.221
S -3.3667 0.4763 -4.0561 0.108 -0.018 -0.325 -0.277
C -0.9010 -3.2186 2.9041 -0.010 0.044 0.033 -0.544
C -0.1359 1.6911 2.5259 -0.225 0.265 0.083 0.398
Os -0.6184 0.1369 -0.0982 0.142 -0.641 -0.256 2.044
C 2.6751 -0.1276 1.5521 0.166 -0.082 0.049 -0.301
As -1.5007 0.1485 -3.1034 0.412 -0.121 0.234 0.586
H -0.9311 -4.2732 2.6362 0.053 0.002 -0.031 0.337
H -3.3318 3.6296 2.6299 -0.003 -0.010 -0.042 0.389
H -2.6977 2.2962 0.6119 0.028 -0.051 -0.022 0.425
H 0.1602 2.4843 4.4956 -0.018 -0.012 0.004 0.473
H -2.5947 -2.1766 3.8652 -0.013 0.010 -0.009 0.282
C -2.0581 2.3389 1.4818 -0.114 0.021 -0.102 -0.141
H 2.6286 -3.2895 -1.3298 -0.002 0.018 -0.012 0.262
O -2.8706 -0.4859 1.6921 0.055 -0.247 0.117 -0.589
N 1.9632 0.7812 3.4374 -0.216 0.164 0.125 -0.770
C 2.0618 -1.3939 -1.8277 -0.513 -0.079 -0.019 0.439
H 4.3954 -1.8629 -4.1235 0.014 -0.021 0.008 0.337
H 3.7416 -0.2059 3.3884 0.055 -0.042 -0.014 0.185
O 1.0551 -2.7338 1.5320 -0.161 -0.045 0.129 -0.782
H 1.6402 -2.5012 -0.1765 0.169 0.106 0.097 0.121
O 1.2984 -0.4519 -1.5617 0.414 0.095 0.192 -0.608
C -0.0869 -2.4495 1.8716 -0.031 0.009 -0.065 0.075
N 2.2866 -2.4184 -0.9610 0.082 -0.025 -0.120 -0.197
N -0.9245 1.6389 1.4418 0.213 0.056 0.490 0.169
S -0.2149 -0.1623 -4.7434 -0.492 0.088 0.002 -0.411
N -1.6313 3.1272 3.6829 -0.074 0.042 0.021 -0.614
N 2.7051 -1.4110 -3.0118 0.332 0.069 -0.205 -0.144
H 3.3128 -0.6707 0.8744 -0.035 -0.060 0.021 0.502
C 3.7051 -2.3619 -3.4460 -0.142 -0.040 0.011 -1.052
H -3.0585 -3.1733 2.4950 -0.010 0.024 -0.021 0.288
H 4.2797 -2.7227 -2.5933 0.034 0.022 -0.024 0.348
C -2.2671 -2.5373 2.8913 0.036 -0.015 0.064 -0.509
N -0.8104 -1.4003 1.3986 -0.191 0.261 -0.004 -0.450
```
Positions in Å, forces in eV/Å.

Computed properties:
E_HOMO (alpha / beta) in eV: -8.0 / -7.9
<S²>: 6.026
Total energy in a.u.: -5049.35551
Total charge: 0
Orbital gap (alpha / beta) in eV: 7.25 / 5.65
Multiplicity: 5

Record 6
DFT (ωB97M-V with the def2-TZVPD basis set) results for a 2-piece molecular cluster, C12H15BO10 overall.

The geometry in XYZ format:
```
38
Properties=species:S:1:pos:R:3:forces:R:3:mulliken_charge:R:1
C 5.2493 -0.2917 5.1927 -0.018 0.214 -0.201 0.403
H 4.2302 -1.7771 6.3670 0.122 0.061 0.041 0.332
C -0.0711 1.8550 -3.6368 0.075 0.369 0.494 -0.630
H -4.6153 -0.8113 -2.5634 -0.073 -0.318 0.331 0.358
O -3.6702 -0.1795 1.1969 -0.144 -0.185 0.210 -0.525
H -1.2633 -0.2450 -5.7555 0.057 -0.050 0.116 0.342
C 2.7923 -0.8590 5.1126 0.298 -0.184 0.346 0.546
O -3.6681 -1.2169 -0.7721 -0.102 0.124 -0.310 -0.367
O -0.1387 -0.2395 1.9204 -1.262 -1.021 -2.144 -0.219
H -4.0616 0.6146 -1.6844 -0.232 -0.114 0.152 0.355
H -1.8825 0.3936 -2.2977 0.139 -0.184 0.033 -0.023
H -0.4229 1.9238 -2.6003 -0.084 -0.081 -0.069 0.214
H -3.4868 0.8685 -4.2411 -0.068 -0.094 0.103 0.305
H 3.5839 1.6092 2.7474 -0.151 0.015 0.032 0.296
C -2.5059 -0.3686 -2.7641 -0.022 0.704 0.370 0.219
H -1.7010 1.4264 -5.5030 0.248 0.099 0.107 0.309
H -1.9548 -1.3029 -2.6603 -0.130 -0.080 -0.223 0.275
C 3.6862 0.8803 3.5505 0.063 0.105 -0.218 -0.756
B -0.8507 -1.0142 1.0845 0.532 0.408 0.726 0.429
O 5.9116 1.5379 3.7193 0.207 -0.210 0.199 -0.785
C -3.0443 -0.5715 0.2595 -0.243 0.361 0.270 0.622
O -1.7325 -0.3857 0.1150 -0.078 -0.722 -0.347 -0.389
C 2.5566 0.1463 3.9476 0.158 -0.077 0.229 0.432
C 4.9921 0.7883 4.0983 -0.270 0.223 -0.272 0.531
C 4.1173 -1.0147 5.5992 -0.073 -0.188 0.106 -0.724
H 0.3904 0.3777 1.3997 0.184 0.620 1.021 0.260
O -0.3132 0.5836 -4.1954 0.066 0.350 -0.290 -0.355
H 1.0010 2.0582 -3.6108 -0.002 -0.228 -0.117 0.253
C -2.7592 0.0518 -4.2071 0.339 -0.316 -0.102 -0.645
C -3.8059 -0.4189 -1.9455 0.796 0.197 -0.656 -0.765
C -1.4807 0.4898 -4.9759 -0.390 -0.375 -0.134 -0.513
O 1.8422 -1.5059 5.5893 -0.211 0.141 -0.276 -0.792
O 6.4105 -0.4350 5.6247 -0.032 -0.079 0.062 -0.791
O -0.7431 -2.3940 1.0879 -0.378 0.252 -0.283 -0.421
H -0.5476 2.6654 -4.1995 -0.037 -0.134 -0.130 0.279
O 1.4142 0.2360 3.4524 1.139 0.492 0.812 -0.653
H -3.1780 -0.8063 -4.7421 -0.242 0.179 -0.040 0.319
H -0.2801 -2.6687 0.2899 -0.178 -0.273 0.052 0.275
```
Positions in Å, forces in eV/Å.

Computed properties:
E_HOMO in eV: 0.4
Total energy in a.u.: -1243.57912
Total charge: -2
Orbital gap in eV: 3.14